1.
ORCA calculation (ωB97M-V/def2-TZVPD) on an isolated molecule of C9H9P.

Geometry as XYZ:
```
19
C9H9P | OMol25 | ωB97M-V/def2-TZVPD
C -0.117 -2.361 0.063
C -1.441 -2.190 -0.055
C -1.875 1.714 0.064
C -0.418 -0.063 -0.059
C 0.503 -1.059 -0.044
C -0.587 1.346 -0.047
C -1.741 -0.745 0.045
C 2.014 -0.848 0.032
C 0.599 2.298 -0.008
P -3.029 0.322 -0.003
H 0.578 -3.141 0.023
H -2.234 -3.000 -0.186
H -2.176 2.667 0.172
H 2.417 -1.237 1.076
H 2.375 0.215 -0.262
H 2.449 -1.426 -0.658
H 0.423 3.207 0.357
H 0.880 2.387 -0.992
H 1.379 1.913 0.483
```

Calculated values
**Largest force on an atom**: 0.0858 hartree/bohr
**Relative energy (zero: lowest compared OMol25 entry of this formula, charge and spin)**: 1.006 eV
**Total energy**: -689.57360 Eh
**Spin multiplicity**: 1
**Kohn-Sham gap (spin up / spin down)**: 6.6 / 6.6 eV

=====

2.
ORCA calculation (ωB97M-V/def2-TZVPD) on a structure of composition C27H34HgN3O4SSi.

Geometry as XYZ:
```
71
C27H34HgN3O4SSi | OMol25 | ωB97M-V/def2-TZVPD
Hg -1.275 -0.320 -0.568
C 5.380 -3.154 1.659
C 4.052 -2.497 1.934
C 3.539 -2.430 3.223
C 2.305 -1.839 3.472
C 1.569 -1.309 2.427
C 2.064 -1.382 1.130
C 3.297 -1.965 0.890
S 0.004 -0.464 2.714
O -0.279 -0.732 4.117
O 0.295 0.920 2.370
N -1.028 -1.040 1.715
C -1.476 -2.407 1.940
C -2.461 -2.931 0.869
O -2.986 -4.027 1.128
O -2.649 -2.237 -0.174
H 5.995 -3.192 2.559
H 5.934 -2.612 0.890
H 5.247 -4.180 1.304
H 4.113 -2.843 4.047
H 1.898 -1.779 4.473
H 1.470 -0.986 0.312
H 3.680 -2.002 -0.124
H -1.974 -2.514 2.906
H -0.637 -3.120 1.940
C 1.362 4.597 -2.242
C 1.708 3.349 -3.047
N 2.697 2.498 -2.402
C 2.219 1.676 -1.287
C 2.602 2.211 0.085
C 4.004 2.457 -2.759
C 4.432 3.362 -3.898
N 4.827 1.670 -2.154
H 0.660 5.220 -2.798
H 2.260 5.181 -2.024
H 0.887 4.333 -1.295
H 2.055 3.630 -4.039
H 0.803 2.756 -3.199
H 2.607 0.664 -1.410
H 1.134 1.618 -1.391
H 3.686 2.202 0.203
H 2.153 1.591 0.865
H 2.238 3.232 0.223
H 4.151 4.400 -3.716
H 3.974 3.054 -4.840
H 5.513 3.308 -4.008
H 5.748 1.763 -2.569
C -1.154 5.648 1.250
C -0.498 4.436 1.407
C -0.901 3.323 0.676
C -1.962 3.395 -0.232
C -2.626 4.621 -0.351
C -2.229 5.738 0.373
Si -2.423 1.849 -1.243
C -1.823 2.281 -3.020
C -1.796 3.576 -3.544
C -1.368 3.835 -4.841
C -0.947 2.794 -5.657
C -0.959 1.497 -5.160
C -1.387 1.250 -3.861
H -0.842 6.517 1.820
H 0.321 4.339 2.110
H -0.402 2.375 0.853
H -3.476 4.702 -1.022
H -2.761 6.676 0.260
H -3.915 1.972 -1.416
H -2.102 4.409 -2.920
H -1.356 4.855 -5.212
H -0.605 2.991 -6.667
H -0.620 0.674 -5.780
H -1.356 0.237 -3.474
```

Calculated values
**Largest force on an atom**: 0.0019 hartree/bohr
**Relative energy (zero: lowest compared OMol25 entry of this formula, charge and spin)**: 0.000 eV
**Total energy**: -2355.62930 Eh
**Spin multiplicity**: 2
**Charge**: -2
**Kohn-Sham gap (spin up / spin down)**: 3.7 / 6.8 eV

=====

3.
ORCA calculation (ωB97M-V/def2-TZVPD) on a structure of composition C22H22BCoN9O5.

Geometry as XYZ:
```
60
C22H22BCoN9O5 | OMol25 | ωB97M-V/def2-TZVPD
Co -0.687 0.482 0.431
C 1.515 2.860 -2.243
C 0.636 1.816 -2.029
N 0.490 1.600 -0.713
N 1.279 2.494 -0.071
C 1.897 3.264 -0.971
B 1.337 2.509 1.491
N -0.103 2.853 1.973
C -0.648 3.909 2.575
C -2.027 3.713 2.666
C -2.253 2.491 2.075
N -1.086 1.960 1.659
N 1.637 1.042 1.953
C 2.574 0.594 2.798
C 2.461 -0.786 2.898
C 1.400 -1.115 2.073
N 0.903 -0.005 1.506
N 2.396 3.436 1.973
C 3.725 3.393 1.666
C 4.339 4.406 2.342
C 3.299 5.019 3.072
N 2.140 4.444 2.843
H 1.838 3.272 -3.183
H 0.110 1.208 -2.746
H 2.562 4.053 -0.659
H -0.015 4.713 2.916
H -2.746 4.376 3.114
H -3.177 1.955 1.930
H 3.257 1.276 3.278
H 3.074 -1.449 3.485
H 0.977 -2.081 1.844
H 4.127 2.650 0.992
H 5.384 4.668 2.326
H 3.356 5.862 3.739
O -2.418 1.398 -0.711
C -3.095 0.980 -1.631
C -2.866 -0.286 -2.334
C -3.732 -0.657 -3.327
C -3.526 -1.870 -4.005
C -2.462 -2.724 -3.733
C -1.570 -2.370 -2.754
C -1.733 -1.141 -2.011
O -0.896 -0.848 -1.133
N -4.495 -2.243 -5.066
O -4.366 -3.344 -5.546
O -5.293 -1.389 -5.382
H -3.939 1.584 -1.994
H -4.581 -0.045 -3.608
H -2.364 -3.642 -4.297
H -0.716 -2.987 -2.505
C -2.624 -2.787 2.660
C -1.941 -1.470 2.538
C -1.507 -0.777 3.780
O -1.756 -0.982 1.418
H -3.654 -2.605 2.985
H -2.160 -3.394 3.437
H -2.642 -3.312 1.710
H -0.739 -1.387 4.263
H -2.340 -0.730 4.485
H -1.113 0.218 3.580
```

Calculated values
**Largest force on an atom**: 0.0084 hartree/bohr
**Relative energy (zero: lowest compared OMol25 entry of this formula, charge and spin)**: 0.000 eV
**Total energy**: -3127.59076 Eh
**Spin multiplicity**: 6
**Charge**: +2
**Kohn-Sham gap (spin up / spin down)**: 7.5 / 4.6 eV

=====

4.
ORCA calculation (ωB97M-V/def2-TZVPD) on a structure of composition C22H25Cl2N5ORhS3.

Geometry as XYZ:
```
59
C22H25Cl2N5ORhS3 | OMol25 | ωB97M-V/def2-TZVPD
Rh 0.879 0.654 -0.121
C -3.465 2.366 2.932
C -3.328 0.859 2.787
N -3.364 0.341 1.425
C -4.610 -0.061 0.793
C -4.738 -1.548 0.551
C -2.226 0.285 0.641
S -0.830 1.032 1.376
N -2.357 -0.099 -0.623
C -1.410 -0.717 -1.307
O -0.204 -0.966 -0.946
C -1.796 -1.189 -2.631
C -3.033 -0.886 -3.205
C -3.394 -1.465 -4.407
C -2.490 -2.228 -5.160
C -1.231 -2.469 -4.646
C -0.889 -1.947 -3.431
H -2.829 2.689 3.733
H -4.499 2.622 3.255
H -3.237 2.905 2.010
H -4.097 0.332 3.359
H -2.385 0.541 3.230
H -4.648 0.445 -0.174
H -5.387 0.306 1.452
H -4.338 -1.831 -0.439
H -5.798 -1.825 0.651
H -4.177 -2.104 1.274
H -3.684 -0.151 -2.719
H -4.389 -1.248 -4.761
H -2.743 -2.581 -6.184
H -0.464 -3.026 -5.158
H 0.139 -2.066 -3.062
Cl 2.520 0.371 -2.025
C 3.414 1.886 -1.971
C 4.570 1.954 -2.770
C 5.360 3.115 -2.685
C 4.924 4.261 -2.011
C 3.800 4.166 -1.161
Cl 3.282 5.465 -0.226
C 3.046 2.925 -1.130
S 1.724 2.838 -0.063
H 4.748 1.114 -3.418
H 6.357 3.160 -3.184
H 5.334 5.274 -2.095
C 3.538 -1.506 5.308
C 3.709 -0.639 4.064
C 3.097 -1.143 2.774
N 2.718 -0.223 1.927
N 2.014 -0.788 0.879
C 2.066 -2.140 0.833
N 1.342 -2.831 -0.054
S 2.914 -2.826 2.234
H 3.432 -0.866 6.232
H 4.309 -2.252 5.433
H 2.566 -2.007 5.254
H 4.809 -0.528 3.891
H 3.286 0.367 4.236
H 0.778 -2.293 -0.703
H 1.366 -3.829 -0.064
```

Calculated values
**Largest force on an atom**: 0.0594 hartree/bohr
**Relative energy (zero: lowest compared OMol25 entry of this formula, charge and spin)**: 0.000 eV
**Total energy**: -3427.56639 Eh
**Spin multiplicity**: 5
**Charge**: +1
**Kohn-Sham gap (spin up / spin down)**: 7.4 / 5.6 eV

=====

5.
ORCA calculation (ωB97M-V/def2-TZVPD) on a structure of composition C20H64ClN4O14.

Geometry as XYZ:
```
103
C20H64ClN4O14 | OMol25 | ωB97M-V/def2-TZVPD
Cl 0.667 0.918 1.400
O 1.938 1.373 0.934
O 0.702 -0.482 1.645
O 0.266 1.622 2.581
O -0.229 1.040 0.300
O 3.035 -0.288 -0.328
H 3.754 -0.560 0.241
H 2.641 0.459 0.122
O 4.316 1.405 1.846
H 4.689 0.785 2.473
H 3.382 1.196 1.829
O -1.480 0.552 3.946
H -0.851 0.091 4.501
H -0.943 0.978 3.277
O 1.990 3.554 2.220
H 1.529 2.794 1.867
H 2.347 3.252 3.056
C 1.904 -4.054 -1.676
C 1.066 -2.874 -1.056
C -0.157 -3.312 -0.131
O -1.162 -3.850 -1.019
C -2.175 -4.653 -0.477
N 1.955 -2.117 -0.252
H 1.368 -4.679 -2.390
H 2.266 -4.687 -0.867
H 2.800 -3.736 -2.210
H 0.672 -2.209 -1.824
H -0.656 -2.514 0.420
H 0.038 -4.068 0.629
H -1.791 -5.561 -0.012
H -2.952 -4.939 -1.186
H -2.708 -4.180 0.348
H 1.475 -1.412 0.289
H 2.483 -1.531 -0.883
C 0.680 3.417 -0.706
C -0.834 3.457 -0.879
C -1.274 4.299 -2.104
O -2.636 4.707 -2.231
C -3.692 3.749 -2.436
N -1.163 2.075 -1.043
H 1.080 4.430 -0.656
H 1.184 2.802 -1.451
H 0.905 3.007 0.279
H -1.318 3.900 -0.009
H -0.908 3.668 -2.914
H -0.683 5.212 -2.166
H -3.403 3.258 -3.365
H -4.708 4.144 -2.481
H -3.717 3.064 -1.588
H -0.709 1.702 -0.221
H -0.669 1.692 -1.836
C 0.278 -0.495 -5.136
C 0.861 0.957 -5.011
C 1.455 1.236 -3.615
O 0.587 0.948 -2.549
C 1.093 0.484 -1.293
N 1.744 1.349 -6.085
H -0.658 -0.548 -5.692
H -0.096 -0.788 -4.155
H 1.059 -1.201 -5.420
H 0.034 1.667 -5.037
H 1.511 2.323 -3.561
H 2.413 0.743 -3.449
H 0.327 0.099 -0.620
H 1.750 1.269 -0.920
H 1.601 -0.449 -1.535
H 1.178 1.148 -6.897
H 1.832 2.355 -6.097
C 1.980 -4.177 3.638
C 1.408 -3.523 2.387
C 0.208 -2.560 2.699
O -0.811 -3.225 3.459
C -1.669 -4.098 2.707
N 2.508 -2.714 1.727
H 1.969 -3.464 4.463
H 2.920 -4.718 3.531
H 1.277 -4.935 3.982
H 1.105 -4.378 1.782
H -0.114 -2.005 1.817
H 0.370 -1.800 3.463
H -1.797 -3.924 1.639
H -2.661 -3.936 3.128
H -1.530 -5.171 2.841
H 2.364 -2.508 0.749
H 2.420 -1.809 2.167
C -1.757 -0.689 -0.851
C -2.373 -0.738 0.498
O -3.779 -0.745 0.410
H -2.086 -1.538 -1.451
H -0.672 -0.760 -0.770
H -2.036 0.136 -1.506
H -1.856 -0.049 1.165
H -2.150 -1.690 0.980
H -4.079 -0.850 1.316
C -2.401 4.966 3.448
C -1.516 3.789 3.084
O -1.417 3.685 1.646
H -2.528 4.947 4.531
H -3.312 4.928 2.851
H -1.893 5.900 3.209
H -1.882 2.873 3.548
H -0.512 3.945 3.478
H -0.976 2.844 1.502
```

Calculated values
**Largest force on an atom**: 0.3020 hartree/bohr
**Total energy**: -2532.00777 Eh
**Spin multiplicity**: 1
**Charge**: -1
**Kohn-Sham gap**: 7.0 eV

=====

6.
ORCA calculation (ωB97M-V/def2-TZVPD) on a cluster of 2 separate species, C5H7Br2NO3 in total.

Geometry as XYZ:
```
18
C5H7Br2NO3 | OMol25 | ωB97M-V/def2-TZVPD
C 0.747 2.486 -1.209
C -0.187 1.562 -1.080
C -0.339 -2.140 -0.981
C -0.601 -0.700 -0.555
C 0.493 -0.660 1.544
N -0.310 0.362 2.247
O -0.202 1.530 1.834
O -1.178 -0.076 2.956
O 0.141 0.254 -1.126
Br 2.112 0.060 0.824
Br 0.612 -2.362 2.380
H 0.329 3.444 -1.050
H 1.731 2.238 -1.510
H -1.240 1.797 -0.982
H -0.551 -2.750 -0.190
H 0.733 -2.004 -1.140
H -0.760 -2.494 -1.901
H -1.530 -0.547 -0.061
```

Calculated values
**Largest force on an atom**: 0.0856 hartree/bohr
**Relative energy (zero: lowest compared OMol25 entry of this formula, charge and spin)**: 0.000 eV
**Total energy**: -5622.98141 Eh
**Spin multiplicity**: 1
**Kohn-Sham gap (spin up / spin down)**: 7.9 / 7.9 eV

=====

What did the fourth record say?
ORCA calculation (ωB97M-V/def2-TZVPD) on a structure of composition C22H25Cl2N5ORhS3.

Geometry as XYZ:
```
59
C22H25Cl2N5ORhS3 | OMol25 | ωB97M-V/def2-TZVPD
Rh 0.879 0.654 -0.121
C -3.465 2.366 2.932
C -3.328 0.859 2.787
N -3.364 0.341 1.425
C -4.610 -0.061 0.793
C -4.738 -1.548 0.551
C -2.226 0.285 0.641
S -0.830 1.032 1.376
N -2.357 -0.099 -0.623
C -1.410 -0.717 -1.307
O -0.204 -0.966 -0.946
C -1.796 -1.189 -2.631
C -3.033 -0.886 -3.205
C -3.394 -1.465 -4.407
C -2.490 -2.228 -5.160
C -1.231 -2.469 -4.646
C -0.889 -1.947 -3.431
H -2.829 2.689 3.733
H -4.499 2.622 3.255
H -3.237 2.905 2.010
H -4.097 0.332 3.359
H -2.385 0.541 3.230
H -4.648 0.445 -0.174
H -5.387 0.306 1.452
H -4.338 -1.831 -0.439
H -5.798 -1.825 0.651
H -4.177 -2.104 1.274
H -3.684 -0.151 -2.719
H -4.389 -1.248 -4.761
H -2.743 -2.581 -6.184
H -0.464 -3.026 -5.158
H 0.139 -2.066 -3.062
Cl 2.520 0.371 -2.025
C 3.414 1.886 -1.971
C 4.570 1.954 -2.770
C 5.360 3.115 -2.685
C 4.924 4.261 -2.011
C 3.800 4.166 -1.161
Cl 3.282 5.465 -0.226
C 3.046 2.925 -1.130
S 1.724 2.838 -0.063
H 4.748 1.114 -3.418
H 6.357 3.160 -3.184
H 5.334 5.274 -2.095
C 3.538 -1.506 5.308
C 3.709 -0.639 4.064
C 3.097 -1.143 2.774
N 2.718 -0.223 1.927
N 2.014 -0.788 0.879
C 2.066 -2.140 0.833
N 1.342 -2.831 -0.054
S 2.914 -2.826 2.234
H 3.432 -0.866 6.232
H 4.309 -2.252 5.433
H 2.566 -2.007 5.254
H 4.809 -0.528 3.891
H 3.286 0.367 4.236
H 0.778 -2.293 -0.703
H 1.366 -3.829 -0.064
```

Calculated values
**Largest force on an atom**: 0.0594 hartree/bohr
**Relative energy (zero: lowest compared OMol25 entry of this formula, charge and spin)**: 0.000 eV
**Total energy**: -3427.56639 Eh
**Spin multiplicity**: 5
**Charge**: +1
**Kohn-Sham gap (spin up / spin down)**: 7.4 / 5.6 eV